Entry 1:
Below is 2 unconnected molecules or ions with the total composition C22H40BN3O3S in a non-equilibrium geometry, with properties calculated with the ωB97M-V functional and the def2-TZVPD basis.

SMILES ... CCOCCB(CCCCCCCSc1nnco1)CCCCOC.c1cc[nH]c1
ΔE to the lowest compared entry with this formula, charge and spin ... 0.0 kJ/mol
DFT total energy ... -45583.1616 eV

Last column: Mulliken charge in e.
Cartesian coordinates (Å):
C1 -0.200 2.857 0.180  -0.8315
C2 0.526 2.247 -1.095  0.1957
O1 1.839 1.827 -0.641  -0.5069
C3 1.882 0.374 -0.602  1.2562
C4 3.210 -0.066 0.130  -1.2927
B1 3.013 -1.158 1.299  -0.3194
C5 2.763 -2.691 0.867  -0.5635
C6 1.260 -3.193 0.932  -0.8300
C7 0.282 -2.315 1.786  1.2321
C8 -1.151 -3.032 1.717  -1.0759
C9 -2.355 -2.022 1.763  -0.9339
C10 -2.440 -1.035 0.544  0.0043
C11 -2.429 -1.755 -0.852  -0.3799
S1 -2.331 -0.465 -2.202  -0.0120
C12 -1.613 -1.425 -3.578  0.2834
N1 -2.351 -1.818 -4.624  -0.2227
N2 -1.475 -2.531 -5.395  -0.4329
C13 -0.270 -2.531 -4.807  -0.0405
O2 -0.302 -1.821 -3.603  -0.1041
C14 3.123 -0.654 2.837  -0.5604
C15 2.589 0.817 3.092  -0.3821
C16 1.016 0.767 3.173  1.3862
C17 0.353 1.977 3.959  -0.6804
O3 1.237 2.649 4.863  -0.4043
C18 1.130 1.945 6.122  -0.6224
H1 -0.966 3.623 -0.098  0.5006
H2 -0.669 2.037 0.781  -0.0445
H3 0.601 3.377 0.766  0.2483
H4 -0.049 1.374 -1.507  -0.1655
H5 0.611 3.041 -1.887  0.3278
H6 1.866 0.002 -1.660  0.3232
H7 0.933 0.052 -0.097  -0.5427
H8 3.762 0.860 0.454  0.3592
H9 3.872 -0.544 -0.654  0.3644
H10 3.076 -2.767 -0.219  0.1515
H11 3.469 -3.379 1.416  0.3481
H12 1.280 -4.207 1.432  0.2707
H13 0.806 -3.389 -0.082  0.3372
H14 0.557 -2.260 2.872  0.3061
H15 0.110 -1.283 1.395  -0.9358
H16 -1.231 -3.841 2.495  0.4132
H17 -1.174 -3.559 0.724  0.4217
H18 -3.296 -2.645 1.796  0.3907
H19 -2.314 -1.440 2.719  0.2970
H20 -1.585 -0.312 0.557  -0.3076
H21 -3.407 -0.456 0.594  0.5251
H22 -1.491 -2.364 -0.976  -0.0138
H23 -3.294 -2.440 -1.025  0.4709
H24 0.620 -3.058 -5.204  0.3809
H25 2.701 -1.405 3.567  0.2841
H26 4.240 -0.626 3.047  0.3468
H27 2.889 1.560 2.312  0.1262
H28 3.069 1.165 4.051  0.4045
H29 0.751 -0.176 3.722  0.1225
H30 0.629 0.788 2.123  -1.2651
H31 -0.077 2.675 3.184  0.2495
H32 -0.533 1.550 4.519  0.3559
H33 1.310 0.842 5.965  0.2463
H34 1.936 2.324 6.795  0.2645
H35 0.098 2.080 6.559  0.3009
C19 -3.437 2.830 -6.484  -0.6639
C20 -2.672 3.772 -5.749  -0.4507
C21 -1.886 3.067 -4.875  -0.4294
N3 -2.150 1.735 -5.051  0.1051
C22 -3.091 1.582 -6.033  -0.2326
H36 -4.159 3.043 -7.256  0.3879
H37 -2.695 4.846 -5.850  0.3926
H38 -1.164 3.395 -4.144  0.2944
H39 -1.719 0.984 -4.539  0.1743
H40 -3.431 0.601 -6.324  0.3969

Entry 2:
Below is 14 unconnected molecules or ions with the total composition C28H74BO33 in a non-equilibrium geometry, with properties calculated with the ωB97M-V functional and the def2-TZVPD basis.

ΔE to the lowest compared entry with this formula, charge and spin ... 0.0 kJ/mol
DFT total energy ... -98483.2013 eV
Charge ... -1

Last column: Mulliken charge in e.
Cartesian coordinates (Å):
O1 3.432 0.342 0.464  -0.8106
C1 2.371 0.173 -0.050  0.3650
O2 1.218 0.697 0.345  -0.3937
B1 0.126 0.078 -0.451  0.3315
O3 0.800 -0.792 -1.406  0.1400
C2 2.099 -0.771 -1.235  0.4092
O4 2.878 -1.451 -1.834  -0.9626
O5 -0.509 1.205 -1.152  0.0589
C3 -1.806 1.181 -0.962  0.6858
O6 -2.584 1.886 -1.541  -0.7533
C4 -2.131 0.007 -0.041  0.1782
O7 -0.970 -0.520 0.328  0.3590
O8 -3.204 -0.346 0.323  -0.7955
O9 -3.793 -2.643 -1.253  -0.7805
H1 -3.616 -2.627 -2.202  0.2835
H2 -3.894 -1.711 -1.005  0.2617
C5 -1.423 -3.227 2.941  0.1289
C6 -0.714 -3.442 1.608  0.5048
O10 0.167 -4.555 1.727  -0.6908
O11 -2.201 -4.387 3.291  -0.7345
H3 -2.108 -2.373 2.906  -0.2655
H4 -0.788 -3.085 3.816  0.2703
H5 -0.209 -2.534 1.291  -0.0615
H6 -1.594 -3.723 1.023  0.1919
H7 0.952 -4.235 2.191  0.3876
H8 -3.112 -4.219 3.025  0.2902
C7 -2.584 5.344 -0.613  0.6982
C8 -3.882 5.224 -1.422  -0.4637
O12 -4.549 4.013 -1.216  -0.5868
O13 -2.742 5.535 0.790  -0.4811
H9 -1.911 6.071 -1.081  0.2036
H10 -2.035 4.401 -0.702  -0.7318
H11 -3.546 5.426 -2.449  0.1225
H12 -4.590 6.020 -1.184  0.4814
H13 -3.925 3.276 -1.211  0.4761
H14 -3.555 6.039 0.900  0.2950
C9 5.542 1.272 2.916  -0.4626
C10 4.205 1.346 3.620  0.2850
O14 4.438 1.614 5.000  -0.6120
O15 6.247 0.066 3.184  -0.5082
H15 6.098 2.175 3.192  0.3982
H16 5.396 1.293 1.837  0.1065
H17 3.713 0.374 3.516  -0.0687
H18 3.541 2.067 3.137  0.2595
H19 3.582 1.850 5.377  0.3188
H20 6.166 -0.090 4.133  0.3405
C11 5.229 -2.636 1.657  -0.6376
C12 4.985 -3.711 0.602  0.2189
O16 4.312 -4.867 1.026  -0.6036
O17 4.004 -1.933 1.946  -0.2534
H21 6.014 -1.953 1.327  0.2942
H22 5.484 -2.969 2.666  0.3205
H23 5.940 -4.036 0.174  0.3218
H24 4.479 -3.152 -0.194  -0.1769
H25 3.470 -4.944 0.548  0.4258
H26 3.952 -1.213 1.304  0.0218
C13 1.906 -5.462 -1.759  -0.3637
C14 3.221 -5.231 -2.447  -0.3363
O18 3.225 -4.026 -3.198  -0.5565
O19 1.876 -4.730 -0.510  -0.2505
H27 1.885 -6.505 -1.398  0.2826
H28 0.996 -5.343 -2.349  0.3377
H29 3.378 -6.083 -3.112  0.3774
H30 4.027 -5.252 -1.709  0.1168
H31 3.193 -3.285 -2.574  0.4138
H32 0.963 -4.674 -0.198  0.1063
C15 -5.861 -3.453 3.158  -0.7062
C16 -5.188 -2.836 1.946  0.1215
O20 -4.609 -3.840 1.111  -0.5313
O21 -4.924 -4.109 3.984  -0.5367
H33 -6.634 -4.126 2.772  0.3103
H34 -6.343 -2.682 3.759  0.3104
H35 -4.340 -2.231 2.304  -0.1329
H36 -5.850 -2.219 1.331  0.5470
H37 -4.487 -3.439 0.232  0.4734
H38 -4.851 -5.039 3.756  0.3197
C17 -1.014 -2.713 -3.265  0.0835
C18 -1.427 -1.360 -3.843  0.3979
O22 -2.776 -1.049 -3.460  -0.5435
O23 -1.585 -3.810 -3.975  -0.5925
H39 -1.191 -2.774 -2.188  -0.0948
H40 0.071 -2.751 -3.403  0.1810
H41 -1.315 -1.433 -4.926  0.7945
H42 -0.743 -0.650 -3.373  -0.7473
H43 -3.174 -0.537 -4.171  0.2382
H44 -2.405 -3.483 -4.362  0.3693
C19 1.647 0.729 -4.524  0.3863
C20 3.116 1.018 -4.351  -0.4074
O24 3.266 2.365 -3.890  -0.5437
O25 1.147 1.485 -5.639  -0.6383
H45 1.104 1.119 -3.652  -0.2083
H46 1.373 -0.320 -4.680  0.3310
H47 3.727 0.886 -5.246  0.3973
H48 3.487 0.412 -3.523  0.0524
H49 2.788 2.938 -4.503  0.3203
H50 0.208 1.662 -5.563  0.2989
C21 -3.282 0.715 3.370  0.7942
C22 -3.131 2.172 2.860  -0.3475
O26 -2.423 2.946 3.819  -0.5620
O27 -3.689 0.814 4.729  -0.6762
H51 -2.440 0.042 3.181  -0.5119
H52 -4.058 0.211 2.777  0.2547
H53 -4.160 2.490 2.673  0.3339
H54 -2.566 2.137 1.929  -0.1478
H55 -2.663 2.509 4.654  0.3777
H56 -3.545 -0.020 5.185  0.3519
C23 -1.697 3.129 -4.523  -0.6765
C24 -0.773 4.027 -3.721  1.2773
O28 -1.085 5.399 -3.998  -0.6165
O29 -1.478 3.178 -5.924  -0.5975
H57 -2.704 3.471 -4.268  0.5735
H58 -1.557 2.140 -4.083  -0.2206
H59 0.294 3.860 -3.900  0.1075
H60 -0.990 3.815 -2.669  -0.5775
H61 -0.319 5.936 -3.785  0.3564
H62 -1.927 3.984 -6.201  0.3727
C25 1.083 4.158 -0.333  1.5284
C26 2.506 4.152 -0.882  -0.5303
O30 2.811 5.365 -1.575  -0.6166
O31 1.142 4.907 0.867  -0.7073
H63 0.836 3.118 -0.121  -0.4946
H64 0.464 4.570 -1.134  -0.2901
H65 2.655 3.300 -1.558  0.1316
H66 3.241 3.997 -0.096  0.3560
H67 2.300 5.374 -2.387  0.3291
H68 0.484 4.649 1.518  0.3623
C27 0.748 -0.266 3.686  0.3232
C28 0.679 1.257 3.571  1.0217
O32 1.217 1.910 4.704  -0.5948
O33 -0.404 -0.730 4.413  -0.4444
H69 1.696 -0.596 4.112  0.2277
H70 0.617 -0.656 2.675  -0.3313
H71 -0.351 1.584 3.400  -0.3387
H72 1.247 1.551 2.688  -0.4194
H73 0.840 1.726 5.564  0.3507
H74 -0.372 -0.326 5.287  0.2936

Entry 3:
Below is 6 unconnected molecules or ions with the total composition C38H40F2N9O13Si in a non-equilibrium geometry, with properties calculated with the ωB97M-V functional and the def2-TZVPD basis.

DFT total energy ... -93369.0783 eV
Charge ... +1

Last column: Mulliken charge in e.
Cartesian coordinates (Å):
C1 12.193 -2.630 -2.922  -0.9716
Si1 10.397 -1.983 -2.448  0.1652
C2 10.728 -0.705 -0.993  -0.8853
C3 9.721 -1.137 -4.035  -0.6327
N1 9.502 -3.435 -1.893  -0.0427
C4 8.152 -3.661 -1.958  0.0548
N2 7.466 -4.949 -1.458  -0.3272
C5 6.681 -5.425 -2.660  -0.2995
O1 5.640 -4.509 -3.137  -0.4077
C6 5.814 -3.134 -2.651  -0.1653
N3 4.880 -2.267 -3.499  0.2533
C7 5.161 -2.407 -4.978  0.4581
O2 4.185 -2.008 -5.835  -0.4433
F1 6.373 -2.990 -5.600  -0.1770
C8 4.850 -0.831 -3.031  0.4498
O3 4.024 -0.403 -2.037  -0.4301
F2 5.729 0.142 -3.743  -0.2178
N4 7.240 -2.638 -2.595  -0.0866
H1 12.796 -1.778 -3.456  0.3031
H2 12.741 -3.105 -1.994  0.3138
H3 11.996 -3.470 -3.736  0.2877
H4 11.747 -0.159 -1.289  0.2767
H5 10.987 -1.291 0.011  0.3142
H6 9.868 0.078 -0.871  0.3190
H7 8.733 -0.546 -3.725  0.1290
H8 10.492 -0.284 -4.351  0.3545
H9 9.537 -1.926 -4.882  0.2646
H10 10.086 -4.215 -1.462  0.3734
H11 6.860 -4.754 -0.632  0.3357
H12 6.289 -6.538 -2.484  0.3458
H13 7.468 -5.528 -3.552  0.2720
H14 5.383 -3.075 -1.540  0.3870
H15 7.250 -1.787 -1.986  0.3781
C9 1.017 -0.194 -1.860  0.0173
C10 0.493 0.796 -2.694  -0.5162
C11 -0.748 1.367 -2.407  -0.5818
C12 -1.458 0.941 -1.276  -0.2757
C13 -0.938 -0.057 -0.441  0.6372
C14 0.303 -0.623 -0.739  -1.0927
N5 -2.751 1.556 -0.955  1.0155
O4 -3.186 2.423 -1.729  -0.6072
O5 -3.333 1.177 0.071  -0.4626
H16 1.988 -0.632 -2.084  0.3067
H17 1.055 1.124 -3.566  0.4022
H18 -1.143 2.137 -3.067  0.5000
H19 -1.480 -0.400 0.437  0.2689
H20 0.717 -1.397 -0.096  0.3826
C15 -2.498 5.124 1.555  -0.6702
C16 -1.817 6.006 2.395  -0.4569
C17 -0.600 5.629 2.966  -0.4413
C18 -0.069 4.363 2.683  -0.1933
C19 -0.755 3.473 1.846  -0.3637
C20 -1.973 3.860 1.283  0.4356
N6 1.222 3.971 3.260  1.0050
O6 1.789 4.779 4.011  -0.5881
O7 1.674 2.857 2.959  -0.6045
H21 -3.444 5.425 1.107  0.4155
H22 -2.234 6.989 2.603  0.3987
H23 -0.082 6.328 3.619  0.4502
H24 -0.357 2.486 1.622  0.5650
H25 -2.511 3.177 0.629  0.0068
C21 -6.152 3.604 0.757  -0.3390
C22 -6.675 4.593 -0.076  -0.6533
C23 -7.917 5.165 0.210  -0.3512
C24 -8.626 4.739 1.341  -0.0404
C25 -8.106 3.741 2.176  -0.4974
C26 -6.865 3.175 1.878  -0.4623
N7 -9.920 5.354 1.662  0.9788
O8 -10.355 6.220 0.889  -0.5904
O9 -10.501 4.975 2.689  -0.5761
H26 -5.181 3.166 0.533  0.7549
H27 -6.114 4.922 -0.948  0.4358
H28 -8.311 5.935 -0.450  0.4400
H29 -8.649 3.397 3.054  0.5137
H30 -6.452 2.401 2.521  0.4598
C27 -5.050 -1.191 -0.350  0.1626
C28 -6.403 -1.318 -0.668  -0.8116
C29 -7.030 -2.562 -0.571  -0.2987
C30 -6.291 -3.676 -0.150  -0.1197
C31 -4.931 -3.552 0.162  -0.5700
C32 -4.313 -2.304 0.059  -0.2323
N8 -6.951 -4.980 -0.022  0.9715
O10 -8.151 -5.052 -0.326  -0.5783
O11 -6.272 -5.934 0.385  -0.5855
H31 -4.566 -0.219 -0.421  0.4977
H32 -6.970 -0.447 -0.987  0.4620
H33 -8.086 -2.644 -0.822  0.4546
H34 -4.344 -4.409 0.486  0.4273
H35 -3.258 -2.198 0.302  0.3299
C33 -2.408 -1.512 4.310  -0.5529
C34 -2.932 -0.523 3.477  -0.1975
C35 -4.173 0.049 3.763  -0.1844
C36 -4.883 -0.377 4.894  -0.0674
C37 -4.363 -1.375 5.729  -0.4969
C38 -3.122 -1.941 5.431  -0.4430
N9 -6.177 0.238 5.215  1.0230
O12 -6.612 1.105 4.441  -0.6387
O13 -6.758 -0.141 6.241  -0.5781
H36 -1.437 -1.950 4.086  0.3919
H37 -2.370 -0.194 2.604  0.4350
H38 -4.568 0.819 3.103  0.3833
H39 -4.905 -1.719 6.607  0.4619
H40 -2.708 -2.715 6.074  0.3797

Entry 4:
Below is 17 unconnected molecules or ions with the total composition C21H25Cl50FNO in a non-equilibrium geometry, with properties calculated with the ωB97M-V functional and the def2-TZVPD basis.

DFT total energy ... -654550.6987 eV
Charge ... +1

Last column: Mulliken charge in e.
Cartesian coordinates (Å):
C1 -0.719 -0.593 -2.086  -0.9364
C2 -1.052 -1.928 -1.428  -0.2671
Cl1 -2.781 -1.957 -0.998  -0.0167
C3 -0.299 -2.252 -0.143  -0.3561
Cl2 1.227 -3.070 -0.387  0.0884
N1 -0.127 -1.026 0.733  -0.2270
C4 1.095 -0.191 0.518  -0.8111
C5 0.691 1.251 0.708  0.5343
O1 -0.183 1.615 1.410  -0.3565
F1 1.416 2.069 -0.023  -0.1447
H1 -1.228 -0.517 -3.042  0.5528
H2 -1.029 0.244 -1.454  -0.0853
H3 0.357 -0.509 -2.257  0.3054
H4 -0.872 -2.716 -2.155  0.4997
H5 -0.917 -2.926 0.446  0.3540
H6 -0.105 -1.362 1.698  0.4233
H7 -0.980 -0.454 0.660  0.4703
H8 1.845 -0.437 1.267  0.5628
H9 1.513 -0.327 -0.473  0.3237
C6 -1.443 3.557 0.077  0.9400
Cl3 -1.778 5.148 -0.582  -0.0806
Cl4 -2.811 2.950 1.004  -0.1243
Cl5 -0.996 2.420 -1.212  -0.1774
H10 -0.594 3.640 0.745  -0.5888
C7 3.170 -6.509 -1.817  0.1919
Cl6 4.315 -7.656 -1.149  -0.1002
Cl7 1.513 -6.779 -1.246  -0.1370
Cl8 3.651 -4.850 -1.450  -0.1071
H11 3.160 -6.632 -2.892  0.1513
C8 4.778 -3.490 -5.178  0.4630
Cl9 4.169 -5.147 -5.238  -0.1033
Cl10 3.909 -2.535 -3.964  -0.1047
Cl11 6.506 -3.463 -4.866  -0.1096
H12 4.592 -3.048 -6.151  -0.1495
C9 -1.354 4.095 4.470  0.4878
Cl12 -2.236 5.251 3.487  -0.0995
Cl13 0.264 4.689 4.857  -0.1433
Cl14 -2.244 3.659 5.925  -0.1351
H13 -1.224 3.200 3.874  -0.1119
C10 -5.743 -4.054 0.905  -0.0615
Cl15 -5.795 -2.682 -0.205  -0.0612
Cl16 -6.669 -5.406 0.275  -0.1007
Cl17 -4.063 -4.545 1.212  -0.1279
H14 -6.180 -3.750 1.847  0.3406
C11 5.068 -3.890 -9.519  0.0184
Cl18 4.552 -5.565 -9.659  -0.0996
Cl19 3.947 -2.978 -8.490  -0.1369
Cl20 6.707 -3.776 -8.890  -0.0967
H15 5.046 -3.441 -10.503  0.3324
C12 -2.753 -5.415 3.764  1.0393
Cl21 -1.102 -4.820 3.503  -0.1208
Cl22 -2.739 -7.152 4.031  -0.0916
Cl23 -3.514 -4.563 5.104  -0.1193
H16 -3.325 -5.214 2.870  -0.7149
C13 -5.472 -2.807 -4.643  -0.1021
Cl24 -3.792 -2.994 -5.168  -0.1225
Cl25 -5.819 -3.865 -3.279  -0.0564
Cl26 -5.809 -1.129 -4.221  -0.0541
H17 -6.112 -3.087 -5.469  0.3503
C14 -8.853 1.949 -3.867  0.0205
Cl27 -9.103 1.075 -5.376  -0.1115
Cl28 -9.834 1.269 -2.571  -0.1146
Cl29 -7.142 1.952 -3.422  -0.1105
H18 -9.158 2.976 -4.017  0.3213
C15 2.158 5.345 -0.173  0.1671
Cl30 1.395 6.636 -1.089  -0.0737
Cl31 3.862 5.678 0.133  -0.1200
Cl32 1.302 5.071 1.354  -0.0316
H19 2.096 4.435 -0.756  0.1332
C16 3.444 6.284 -4.891  0.1812
Cl33 4.620 7.018 -5.966  -0.0986
Cl34 3.010 4.660 -5.440  -0.1337
Cl35 4.032 6.241 -3.228  -0.0800
H20 2.546 6.889 -4.910  0.1376
C17 -4.124 -7.875 8.187  0.0246
Cl36 -5.392 -7.373 7.065  -0.1068
Cl37 -2.526 -7.535 7.522  -0.0897
Cl38 -4.332 -7.102 9.756  -0.1189
H21 -4.208 -8.944 8.325  0.2939
C18 2.049 4.861 8.168  0.4546
Cl39 3.612 5.681 8.188  -0.1195
Cl40 2.266 3.109 8.133  -0.1262
Cl41 1.070 5.343 9.547  -0.1197
H22 1.529 5.154 7.267  -0.0860
C19 4.867 8.724 10.275  0.3213
Cl42 3.991 9.947 9.353  -0.1205
Cl43 6.495 9.278 10.666  -0.1228
Cl44 3.982 8.286 11.735  -0.1149
H23 4.954 7.839 9.658  0.0341
C20 2.142 -7.698 3.533  -0.0712
Cl45 1.899 -7.338 1.822  -0.0222
Cl46 1.987 -6.221 4.489  -0.1200
Cl47 1.009 -8.927 4.083  -0.0997
H24 3.147 -8.078 3.664  0.3314
C21 2.449 9.761 -8.556  0.0330
Cl48 3.712 8.864 -9.396  -0.1144
Cl49 1.092 10.098 -9.624  -0.1152
Cl50 1.915 8.886 -7.116  -0.0938
H25 2.866 10.705 -8.232  0.2914

HOMO-LUMO gap (computed, eV): 8.291, 9.053, 5.372, 8.798